# 1
Here is a cluster of 11 separate species, C40H52BF11INO31Si in total from the OMol25 dataset. Energies are from the ωB97M-V functional and the def2-TZVPD basis.

Geometry (Å):
H: 1.162 -0.815 -7.042
N: 2.179 -0.752 -7.114
C: 2.736 -1.679 -6.411
C: 4.249 -1.745 -6.434
C: 1.984 -2.708 -5.610
Si: 2.377 -2.884 -3.756
C: 3.843 -4.085 -3.588
C: 4.336 -4.318 -2.169
F: 3.313 -4.094 -1.235
C: 0.823 -3.648 -3.035
C: -0.355 -2.659 -2.845
C: -1.659 -3.097 -3.520
I: -2.062 -1.979 -5.311
B: 2.885 -1.069 -2.975
O: 4.138 -0.595 -3.339
C: 1.987 -0.197 -2.033
C: 2.778 0.749 -1.112
H: 4.675 -2.141 -5.515
H: 4.568 -2.389 -7.264
H: 4.650 -0.749 -6.624
H: 2.091 -3.697 -6.082
H: 0.924 -2.435 -5.653
H: 4.685 -3.682 -4.162
H: 3.564 -5.030 -4.077
H: 5.143 -3.625 -1.919
H: 4.698 -5.337 -2.003
H: 1.028 -4.168 -2.100
H: 0.512 -4.429 -3.747
H: -0.105 -1.660 -3.208
H: -0.567 -2.609 -1.770
H: -2.514 -2.891 -2.891
H: -1.656 -4.148 -3.803
H: 4.111 0.254 -3.767
H: 1.286 -0.811 -1.460
H: 1.357 0.418 -2.702
H: 3.247 1.540 -1.706
H: 2.131 1.224 -0.372
H: 3.586 0.211 -0.602
O: -1.583 -4.316 -0.328
C: -2.424 -3.597 0.100
O: -2.688 -3.389 1.397
C: -3.707 -2.378 1.516
C: -4.365 -2.455 0.152
F: -4.815 -1.258 -0.286
O: -3.290 -2.883 -0.674
H: -3.240 -1.406 1.669
H: -4.359 -2.605 2.351
H: -5.177 -3.180 0.073
O: 3.800 3.963 -1.948
C: 4.402 4.193 -0.950
O: 4.305 3.494 0.189
C: 5.304 3.966 1.104
C: 5.578 5.361 0.576
F: 6.872 5.729 0.716
O: 5.292 5.207 -0.810
H: 6.192 3.339 1.022
H: 4.923 3.944 2.119
H: 4.945 6.146 0.985
O: 4.720 8.347 0.457
C: 5.175 8.529 -0.626
O: 4.453 8.665 -1.755
C: 5.339 9.009 -2.830
C: 6.666 8.496 -2.306
F: 7.717 9.250 -2.705
O: 6.499 8.623 -0.901
H: 5.362 10.093 -2.953
H: 5.029 8.539 -3.754
H: 6.878 7.452 -2.540
O: -4.171 -1.111 4.270
C: -4.239 0.077 4.330
O: -4.409 0.782 5.450
C: -4.283 2.180 5.144
C: -4.586 2.194 3.658
F: -3.884 3.128 2.980
O: -4.153 0.895 3.254
H: -3.258 2.500 5.334
H: -4.979 2.764 5.737
H: -5.642 2.300 3.411
O: 0.622 7.316 -4.821
C: 1.640 6.785 -5.085
O: 1.784 5.726 -5.914
C: 3.178 5.469 -6.108
C: 3.773 6.108 -4.870
F: 5.012 6.640 -5.111
O: 2.865 7.157 -4.604
H: 3.526 5.978 -7.009
H: 3.359 4.402 -6.188
H: 3.837 5.454 -4.007
O: -4.667 1.429 8.247
C: -4.286 0.421 8.731
O: -5.055 -0.429 9.448
C: -4.286 -1.601 9.751
C: -2.865 -1.080 9.631
F: -2.007 -2.012 9.177
O: -3.013 -0.044 8.669
H: -4.468 -2.368 8.998
H: -4.541 -1.971 10.739
H: -2.457 -0.649 10.547
O: 0.281 -4.619 7.281
C: -0.122 -3.812 6.513
O: -1.291 -3.155 6.616
C: -1.360 -2.170 5.581
C: -0.381 -2.716 4.563
F: 0.282 -1.734 3.895
O: 0.532 -3.431 5.380
H: -1.016 -1.212 5.977
H: -2.369 -2.073 5.200
H: -0.817 -3.398 3.834
O: -0.447 -1.802 -13.293
C: 0.282 -1.705 -12.370
O: 0.187 -2.415 -11.222
C: 1.334 -2.137 -10.414
C: 1.782 -0.792 -10.952
F: 3.126 -0.635 -10.927
O: 1.342 -0.853 -12.297
H: 2.100 -2.893 -10.595
H: 1.070 -2.121 -9.361
H: 1.322 0.068 -10.464
O: -7.180 3.115 6.600
C: -7.657 2.636 7.572
O: -7.838 1.318 7.779
C: -8.282 1.121 9.123
C: -8.877 2.478 9.455
F: -8.714 2.820 10.755
O: -8.112 3.345 8.639
H: -7.421 0.915 9.761
H: -8.991 0.301 9.169
H: -9.931 2.590 9.199
O: -3.181 -4.490 4.690
C: -2.954 -5.530 4.170
O: -2.046 -5.731 3.196
C: -1.937 -7.137 2.949
C: -3.271 -7.645 3.465
F: -3.189 -8.879 4.012
O: -3.578 -6.699 4.474
H: -1.118 -7.550 3.540
H: -1.765 -7.316 1.893
H: -4.075 -7.647 2.727

Properties
Total charge: 0
Multiplicity: 1
Frontier orbital gap: 0.340 Ha
SMILES string: [H]/N=C(/C)C[Si@](CCF)(CCCI)B(O)CC.O=C1OC[C@@H](F)O1.O=C1OC[C@@H](F)O1.O=C1OC[C@@H](F)O1.O=C1OC[C@@H](F)O1.O=C1OC[C@@H](F)O1.O=C1OC[C@@H](F)O1.O=C1OC[C@@H](F)O1.O=C1OC[C@@H](F)O1.O=C1OC[C@@H](F)O1.O=C1OC[C@@H](F)O1
Electronic energy: -5653.370489 hartree

# 2
Here is a structure of composition C40H52BrF7N5O7S2SiTeV from the OMol25 dataset. Energies are from the ωB97M-V functional and the def2-TZVPD basis.

Geometry (Å):
V: 1.622 0.405 1.124
F: -1.356 3.959 -1.837
C: -0.612 3.705 -0.734
C: -0.159 2.429 -0.512
C: 0.604 2.154 0.621
C: 0.851 3.190 1.540
C: 0.409 4.474 1.233
F: 0.668 5.516 2.062
C: -0.319 4.763 0.103
C: 1.441 2.790 2.834
C: 1.544 3.578 3.955
C: 1.883 2.981 5.172
C: 2.095 1.633 5.233
C: 2.073 0.908 4.046
N: 1.760 1.463 2.873
H: -0.388 1.669 -1.247
H: -0.641 5.772 -0.111
H: 1.335 4.630 3.895
H: 1.964 3.586 6.067
H: 2.341 1.104 6.141
H: 2.796 -0.842 3.434
O: -1.444 -2.289 0.719
S: -0.796 -1.717 1.851
O: -1.584 -1.024 2.824
O: 0.289 -0.699 1.341
C: 0.050 -3.002 2.769
C: -0.656 -3.404 3.898
C: -0.178 -4.445 4.681
C: 1.002 -5.083 4.347
C: 1.717 -4.676 3.229
C: 1.244 -3.649 2.433
S: 2.270 -3.047 1.113
O: 1.406 -2.927 -0.033
O: 3.389 -3.941 1.001
O: 2.656 -1.722 1.718
H: -1.567 -2.888 4.162
H: -0.730 -4.745 5.563
H: 1.378 -5.889 4.964
H: 2.656 -5.137 2.954
F: 4.820 -0.855 2.680
Te: 4.297 0.479 1.370
F: 3.707 2.339 1.022
F: 4.385 1.433 3.057
F: 4.898 0.915 -0.479
F: 6.122 0.871 1.488
O: 2.278 -0.400 4.148
C: -3.912 1.543 -3.071
C: -4.217 0.164 -2.468
C: -5.266 -0.522 -3.359
C: -2.904 -0.644 -2.539
Si: -4.838 0.336 -0.666
Br: -3.037 0.980 0.507
C: -5.455 -1.310 0.101
C: -6.936 -1.561 -0.224
C: -5.271 -1.303 1.630
C: -4.653 -2.517 -0.412
C: -6.079 1.782 -0.420
C: -6.633 1.763 1.015
C: -5.425 3.166 -0.594
C: -7.254 1.697 -1.409
H: -3.419 1.401 -4.040
H: -3.241 2.133 -2.446
H: -4.819 2.122 -3.250
H: -4.864 -0.620 -4.375
H: -6.192 0.053 -3.427
H: -5.522 -1.524 -3.014
H: -2.521 -0.594 -3.565
H: -3.032 -1.692 -2.285
H: -2.135 -0.240 -1.880
H: -7.601 -0.823 0.223
H: -7.218 -2.542 0.177
H: -7.129 -1.579 -1.300
H: -5.831 -0.512 2.126
H: -4.222 -1.198 1.910
H: -5.628 -2.263 2.025
H: -4.784 -2.689 -1.479
H: -5.016 -3.412 0.108
H: -3.588 -2.424 -0.195
H: -5.830 1.792 1.755
H: -7.255 0.893 1.222
H: -7.255 2.654 1.164
H: -4.592 3.312 0.094
H: -6.180 3.932 -0.376
H: -5.059 3.343 -1.602
H: -7.765 0.734 -1.391
H: -6.928 1.884 -2.434
H: -7.994 2.467 -1.158
C: 2.185 0.487 -3.668
C: 1.400 -0.434 -2.997
C: 1.257 -0.362 -1.613
C: 1.943 0.601 -0.871
C: 2.682 1.564 -1.568
C: 2.811 1.497 -2.945
H: 2.282 0.441 -4.747
H: 0.869 -1.206 -3.542
H: 0.607 -1.085 -1.135
H: 3.162 2.363 -1.029
H: 3.401 2.249 -3.457
C: 6.858 -0.193 -3.682
C: 8.006 -0.744 -2.838
C: 8.425 0.281 -1.784
C: 7.658 -2.089 -2.193
N: 6.406 -2.024 -1.447
C: 5.132 -2.107 -1.867
N: 4.348 -1.716 -0.909
N: 5.180 -1.387 0.102
N: 6.410 -1.573 -0.199
H: 7.208 0.654 -4.275
H: 6.045 0.169 -3.047
H: 6.456 -0.939 -4.374
H: 8.857 -0.954 -3.495
H: 7.607 0.490 -1.091
H: 8.698 1.223 -2.264
H: 9.283 -0.067 -1.204
H: 8.425 -2.369 -1.473
H: 7.559 -2.879 -2.937
H: 4.820 -2.440 -2.842

Properties
Total charge: -1
<S²>: 0.78
ΔE to the lowest compared entry with this formula, charge and spin: 118.2 kJ/mol
Multiplicity: 2
Frontier orbital gap (spin up / spin down): 0.265 / 0.284 Ha
Electronic energy: -7927.018860 hartree

# 3
Here is a cluster of 8 separate species, C40H52F4O12 in total from the OMol25 dataset. Energies are from the ωB97M-V functional and the def2-TZVPD basis.

Geometry (Å):
C: 2.615 2.820 -5.421
C: 1.392 1.856 -5.512
O: 1.640 0.830 -4.559
C: 1.671 -0.427 -5.016
O: 1.858 -0.797 -6.160
O: 1.315 -1.221 -4.034
C: 1.312 -2.608 -4.152
H: 2.452 3.691 -6.055
H: 3.546 2.368 -5.764
H: 2.793 3.035 -4.367
H: 1.258 1.497 -6.532
H: 0.515 2.367 -5.115
H: 0.851 -2.943 -5.080
H: 0.648 -3.030 -3.397
H: 2.261 -3.111 -3.964
C: -3.843 -2.347 1.382
C: -3.179 -2.119 2.763
O: -2.990 -3.347 3.460
C: -1.771 -3.964 3.537
O: -0.706 -3.588 3.019
O: -2.024 -4.948 4.314
C: -0.926 -5.761 4.665
H: -4.198 -1.361 1.080
H: -4.697 -3.022 1.438
H: -3.177 -2.597 0.556
H: -3.863 -1.583 3.421
H: -2.296 -1.479 2.754
H: -1.145 -6.501 5.434
H: -0.184 -5.046 5.020
H: -0.618 -6.232 3.731
C: 3.882 3.594 0.562
C: 3.825 3.587 -0.976
O: 4.279 2.304 -1.419
C: 4.741 2.134 -2.658
O: 5.091 3.042 -3.425
O: 4.875 0.798 -2.910
C: 5.399 0.299 -4.190
H: 4.930 3.522 0.854
H: 3.346 2.759 1.014
H: 3.408 4.429 1.077
H: 4.421 4.333 -1.502
H: 2.772 3.656 -1.251
H: 5.193 0.951 -5.039
H: 4.978 -0.704 -4.120
H: 6.437 0.013 -4.016
C: -1.861 0.699 -3.067
C: -0.790 1.220 -2.050
O: -0.702 0.317 -0.963
C: 0.311 0.267 -0.109
O: 1.274 1.076 -0.010
O: -0.009 -0.756 0.753
C: 0.777 -1.101 1.881
H: -1.526 -0.326 -3.227
H: -1.871 1.207 -4.031
H: -2.836 0.541 -2.607
H: -0.994 2.226 -1.683
H: 0.204 1.339 -2.481
H: 1.821 -0.797 1.964
H: 0.660 -2.184 1.917
H: 0.246 -0.817 2.790
F: 1.532 5.903 -0.212
C: 0.154 5.720 0.129
C: -0.394 4.445 0.096
C: -1.746 4.171 0.420
C: -2.555 5.280 0.653
C: -2.038 6.589 0.677
C: -0.691 6.801 0.426
H: 0.197 3.582 -0.174
H: -2.037 3.132 0.393
H: -3.563 4.931 0.824
H: -2.704 7.398 0.935
H: -0.220 7.772 0.385
F: -7.469 -0.172 -6.259
C: -6.228 -0.117 -6.779
C: -6.040 0.285 -8.089
C: -4.651 0.394 -8.465
C: -3.622 0.096 -7.607
C: -3.866 -0.198 -6.263
C: -5.148 -0.464 -5.931
H: -6.784 0.726 -8.736
H: -4.308 0.750 -9.425
H: -2.627 0.245 -7.999
H: -2.982 -0.344 -5.660
H: -5.301 -0.707 -4.890
F: -2.524 -2.223 9.180
C: -1.886 -1.709 8.140
C: -0.494 -1.993 7.982
C: 0.090 -1.441 6.825
C: -0.637 -0.879 5.801
C: -2.064 -0.857 5.862
C: -2.669 -1.137 7.098
H: 0.105 -2.508 8.720
H: 1.169 -1.463 6.779
H: -0.091 -0.546 4.930
H: -2.557 -0.472 4.982
H: -3.719 -0.950 7.263
F: 1.798 -5.255 6.724
C: 2.440 -4.260 6.114
C: 2.329 -4.244 4.720
C: 2.900 -3.118 4.074
C: 3.478 -2.039 4.814
C: 3.640 -2.096 6.196
C: 3.068 -3.244 6.856
H: 2.007 -5.114 4.167
H: 2.984 -3.109 2.997
H: 3.840 -1.231 4.195
H: 4.085 -1.238 6.679
H: 3.009 -3.148 7.930

Properties
Total charge: -1
<S²>: 0.76
Multiplicity: 2
Frontier orbital gap (spin up / spin down): 0.055 / 0.218 Ha
Electronic energy: -2857.613872 hartree